Record 1
This record from the OMol25 dataset describes a cluster of 2 separate species, C2H3N3O in total. The level of theory is the ωB97M-V functional and the def2-TZVPD basis.

As for the spin multiplicity: 1.

Bonds (Å) are listed after each position.
Element x y z (Å)
1 C 0.47 -1.92 -0.40  O6 1.153, H7 1.045
2 C 0.95 0.20 -1.07  N3 1.215, N5 1.384
3 N 2.09 -0.23 -1.06  C2 1.215, N4 1.145
4 N 2.87 -1.04 -1.23  N3 1.145
5 N 0.36 1.04 -0.14  C2 1.384, H8 0.948, H9 1.005
6 O 1.46 -2.50 -0.57  C1 1.153
7 H -0.42 -2.07 0.12  C1 1.045
8 H 0.69 1.00 0.74  N5 0.948
9 H -0.63 1.17 -0.15  N5 1.005


Record 2
This record from the OMol25 dataset describes an isolated molecule of C2H3N3O. The level of theory is the ωB97M-V functional and the def2-TZVPD basis.

As for the spin multiplicity: 1. Its SMILES is O=c1nc[nH][nH]1.

Bonds (Å) are listed after each position.
Element x y z (Å)
1 O -2.34 -0.39 0.02  C2 1.148
2 C -1.20 -0.27 -0.06  O1 1.148, N3 1.536, N6 1.231
3 N -0.14 -1.39 -0.03  C2 1.536, C4 1.310
4 C 1.01 -0.78 0.03  N3 1.310, N5 1.287, H7 1.081
5 N 0.81 0.49 0.02  C4 1.287, N6 1.444, H8 1.003
6 N -0.59 0.79 -0.19  C2 1.231, N5 1.444, H9 1.076
7 H 1.94 -1.26 -0.26  C4 1.081
8 H 1.52 1.20 0.12  N5 1.003
9 H -1.01 1.61 0.36  N6 1.076


Record 3
This record from the OMol25 dataset describes an isolated molecule of C2H3N3O. The level of theory is the ωB97M-V functional and the def2-TZVPD basis.

As for the spin multiplicity: 1. Its SMILES is Oc1c[nH]nn1.

Bonds (Å) are listed after each position.
Element x y z (Å)
1 O 0.23 2.00 0.72  C2 1.411, H7 1.096
2 C -0.02 0.75 0.12  O1 1.411, C3 1.412, N6 1.331
3 C 0.92 -0.25 -0.19  C2 1.412, N4 1.455, H8 1.032
4 N 0.02 -1.34 -0.54  C3 1.455, N5 1.404, H9 1.078
5 N -1.32 -0.97 -0.40  N4 1.404, N6 1.377
6 N -1.26 0.39 -0.19  C2 1.331, N5 1.377
7 H -0.83 1.97 1.01  O1 1.096
8 H 1.95 -0.19 -0.13  C3 1.032
9 H 0.32 -2.37 -0.41  N4 1.078


Taking the records one at a time from the top gives highest occupied orbital energy values of -7.63; -9.26; -9.35 eV.
Taking the records one at a time from the top gives ΔE to the lowest compared entry with this formula, charge and spin values of 134.8; 57.5; 67.1 kcal/mol.
Taking the records one at a time from the top gives calculated total energy values of -317.3175; -317.4407; -317.4253 Ha.